Below is a structure of composition C29H48NNdP3S2, with properties calculated with ωB97M-V/def2-TZVPD.

Calculated values
* expectation value of S²: 3.8388
* HOMO-LUMO gap (alpha / beta): 0.186 / 0.182 Ha
* net charge: +3
* E_HOMO (alpha / beta): -0.59605 / -0.59590 Ha
* maximum force: 3.25 eV/A
* spin multiplicity: 4
* calculated total energy: -3569.27471 Eh

Cartesian coordinates (Å):
Nd1 0.677 -0.763 -0.090
P1 -2.270 -0.284 -1.196
P2 -0.515 -2.436 2.136
P3 -0.225 -3.078 -1.799
H1 2.688 3.594 -1.237
C1 2.771 3.224 -2.278
C2 1.722 3.128 -3.058
H2 0.690 3.401 -2.700
C3 -3.075 1.333 -0.863
C4 -3.623 -1.385 -0.604
C5 -2.568 -0.346 -3.009
C6 0.856 -3.201 3.109
C7 -1.492 -1.690 3.512
C8 -1.549 -3.920 1.776
C9 0.258 -2.774 -3.543
C10 -1.709 -4.115 -2.074
C11 1.014 -4.366 -1.376
H3 3.772 2.926 -2.606
H4 1.773 2.743 -4.097
H5 -2.331 2.132 -0.954
H6 -3.464 1.368 0.163
H7 -3.895 1.515 -1.577
H8 -3.608 -1.394 0.495
H9 -3.473 -2.411 -0.959
H10 -4.600 -1.011 -0.949
H11 -1.783 0.245 -3.500
H12 -3.549 0.100 -3.238
H13 -2.523 -1.371 -3.399
H14 0.448 -3.975 3.776
H15 1.371 -2.434 3.704
H16 1.593 -3.653 2.430
H17 -1.926 -2.481 4.144
H18 -2.304 -1.079 3.095
H19 -0.857 -1.039 4.128
H20 -1.772 -4.430 2.725
H21 -1.022 -4.615 1.106
H22 -2.493 -3.632 1.292
H23 0.511 -3.720 -4.032
H24 1.152 -2.115 -3.558
H25 -0.547 -2.269 -4.079
H26 -1.423 -5.011 -2.641
H27 -2.476 -3.578 -2.640
H28 -2.138 -4.431 -1.119
H29 0.965 -5.154 -2.138
H30 0.768 -4.788 -0.395
H31 2.037 -3.969 -1.337
C12 3.926 -1.385 -2.251
C13 4.709 -2.385 -1.680
C14 5.876 -2.705 -2.348
C15 6.336 -2.003 -3.470
C16 5.535 -0.938 -3.914
C17 4.354 -0.560 -3.301
S1 2.289 -1.327 -1.961
H32 1.612 0.106 1.393
H33 4.455 -2.832 -0.737
H34 6.501 -3.500 -1.984
H35 7.269 -2.289 -3.999
H36 5.903 -0.376 -4.754
H37 3.828 0.329 -3.547
N1 -0.222 1.253 1.176
S2 0.331 2.757 1.491
C18 -1.020 3.846 1.002
C19 -0.895 4.520 -0.234
C20 -2.021 5.211 -0.730
C21 -3.220 5.189 -0.003
C22 -3.306 4.522 1.223
C23 -2.190 3.868 1.728
C24 0.289 2.917 3.259
C25 -0.362 1.970 4.064
C26 -0.535 2.234 5.417
C27 0.014 3.396 5.985
C28 0.751 4.282 5.179
C29 0.897 4.036 3.841
H38 -1.191 1.215 1.484
H39 0.040 4.488 -0.770
H40 -1.947 5.735 -1.669
H41 -4.100 5.696 -0.412
H42 -4.243 4.509 1.783
H43 -2.230 3.365 2.711
H44 -0.745 1.048 3.618
H45 -1.100 1.523 6.027
H46 -0.122 3.598 7.039
H47 1.211 5.178 5.627
H48 1.465 4.718 3.166

Mulliken atomic charge list, values in e, 5 entries:
1 Nd 0.268
2 P 0.788
3 P 0.794
4 P 0.805
5 H 0.196


Below is a structure of composition C7H12BN, with properties calculated with ωB97M-V/def2-TZVPD.

Calculated values
* expectation value of S²: 2.0151
* HOMO-LUMO gap (alpha / beta): 0.221 / 0.227 Ha
* E_HOMO (alpha / beta): -0.19088 / -0.31108 Ha
* maximum force: 6.12 eV/A
* spin multiplicity: 3
* calculated total energy: -353.33053 Eh

Cartesian coordinates (Å):
B1 -0.419 0.440 0.427
C1 0.276 -3.063 0.103
C2 1.574 -2.489 -0.132
C3 -0.621 -2.038 0.358
C4 1.463 -1.120 0.039
C5 -2.504 0.778 0.066
C6 1.132 2.138 -0.791
C7 0.282 1.786 0.470
N1 0.116 -0.836 0.300
H1 0.027 -4.026 -0.050
H2 2.419 -3.164 0.003
H3 -1.655 -1.926 0.385
H4 2.064 -0.191 -0.148
H5 -2.746 0.247 -0.884
H6 -2.687 1.844 0.129
H7 -3.107 0.428 0.974
H8 1.362 3.175 -0.601
H9 1.998 1.539 -1.004
H10 0.488 2.149 -1.593
H11 0.895 1.760 1.375
H12 -0.358 2.568 0.574

natural (NBO) atomic charge list, values in e, 5 entries:
1 B 0.838
2 C -0.246
3 C -0.262
4 C 0.085
5 C 0.043


Below is a structure of composition C35H24Cl5IrOPS, with properties calculated with ωB97M-V/def2-TZVPD.

Calculated values
* expectation value of S²: 8.8049
* HOMO-LUMO gap (alpha / beta): 0.236 / 0.173 Ha
* net charge: +2
* E_HOMO (alpha / beta): -0.46743 / -0.51005 Ha
* maximum force: 0.58 eV/A
* spin multiplicity: 6
* calculated total energy: -4567.51529 Eh

Cartesian coordinates (Å):
Ir1 1.301 -0.755 -0.660
C1 -3.211 0.372 -5.030
C2 -3.555 1.204 -3.972
C3 -2.860 1.131 -2.772
C4 -1.819 0.210 -2.644
C5 -1.469 -0.622 -3.709
C6 -2.170 -0.540 -4.902
P1 -0.957 -0.001 -1.089
C7 -1.170 1.487 -0.098
C8 -0.567 2.652 -0.577
C9 -0.704 3.836 0.131
C10 -1.425 3.855 1.321
C11 -2.009 2.695 1.806
C12 -1.882 1.505 1.099
C13 -1.849 -1.324 -0.193
C14 -3.202 -1.611 -0.428
C15 -3.843 -2.602 0.289
C16 -3.145 -3.319 1.274
C17 -1.793 -3.058 1.514
C18 -1.080 -3.770 2.504
C19 0.299 -3.559 2.683
C20 0.967 -2.667 1.877
C21 0.293 -1.909 0.877
C22 -1.114 -2.079 0.742
H1 -3.754 0.439 -5.966
H2 -4.365 1.916 -4.081
H3 -3.125 1.785 -1.949
H4 -0.650 -1.329 -3.604
H5 -1.903 -1.182 -5.734
H6 -0.005 2.637 -1.508
H7 -0.252 4.745 -0.247
H8 -1.533 4.782 1.872
H9 -2.577 2.715 2.729
H10 -2.347 0.601 1.479
H11 -3.751 -1.049 -1.176
H12 -4.886 -2.823 0.095
H13 -3.647 -4.098 1.842
H14 -1.610 -4.483 3.128
H15 0.837 -4.119 3.439
H16 2.040 -2.579 1.989
Cl1 3.689 0.782 -2.184
C23 3.479 -0.868 -2.673
C24 2.441 -1.599 -2.089
C25 2.213 -2.909 -2.499
Cl2 0.869 -3.752 -1.783
C26 3.008 -3.510 -3.444
Cl3 2.712 -5.122 -3.931
C27 4.065 -2.769 -4.003
Cl4 5.070 -3.491 -5.160
C28 4.297 -1.437 -3.623
Cl5 5.561 -0.533 -4.334
C29 4.246 1.196 2.244
S1 2.638 0.460 2.181
O1 2.284 0.571 0.678
C30 1.656 1.665 3.000
C31 1.567 2.965 2.506
C32 0.783 3.877 3.191
C33 0.098 3.486 4.341
C34 0.185 2.183 4.810
C35 0.969 1.257 4.135
H17 4.191 2.214 1.863
H18 4.901 0.580 1.626
H19 4.573 1.179 3.287
H20 2.083 3.256 1.596
H21 0.717 4.899 2.836
H22 -0.510 4.206 4.873
H23 -0.349 1.887 5.705
H24 1.056 0.237 4.497

natural (NBO) atomic charge list, values in e, 5 entries:
1 Ir 1.178
2 C -0.160
3 C -0.212
4 C -0.132
5 C -0.431


Below is a structure of composition C18H35As2LaNS2, with properties calculated with ωB97M-V/def2-TZVPD.

Calculated values
* HOMO-LUMO gap: 0.255 Ha
* net charge: +3
* E_HOMO: -0.63144 Ha
* maximum force: 2.14 eV/A
* spin multiplicity: 1
* calculated total energy: -6060.17896 Eh

Cartesian coordinates (Å):
La1 0.428 -0.143 0.161
S1 -0.205 -2.841 -0.759
S2 -0.194 2.641 -0.701
C1 1.477 -3.575 -0.702
C2 -0.352 -2.504 -2.564
C3 0.404 -1.268 -3.031
N1 -0.118 -0.049 -2.358
C4 0.377 1.188 -3.024
C5 -0.382 2.400 -2.509
H1 -1.432 -2.419 -2.760
H2 0.014 -3.394 -3.083
H3 0.284 -1.178 -4.123
H4 1.486 -1.339 -2.815
H5 0.226 1.116 -4.112
H6 1.462 1.269 -2.836
H7 -1.464 2.322 -2.693
H8 -0.023 3.315 -2.990
C6 1.389 3.563 -0.686
H9 -1.142 -0.056 -2.510
H10 2.066 3.168 -1.452
H11 1.853 3.481 0.304
H12 1.162 4.616 -0.901
H13 1.922 -3.377 0.284
H14 2.111 -3.156 -1.495
H15 1.371 -4.660 -0.842
C7 -2.609 -0.062 0.511
C8 -2.219 -0.067 1.832
H16 -2.762 -0.983 -0.064
H17 -2.753 0.868 -0.049
H18 -2.065 -0.986 2.397
H19 -2.099 0.854 2.408
C9 2.778 -2.544 3.411
As1 1.144 -1.718 2.736
C10 -0.099 -3.209 2.968
C11 0.726 -0.686 4.378
C12 0.436 -1.318 5.593
C13 0.125 -0.560 6.722
C14 0.132 0.841 6.663
C15 0.435 1.484 5.453
C16 0.711 0.724 4.316
As2 0.927 1.570 2.538
C17 0.261 3.366 2.893
C18 2.869 1.786 2.525
H20 3.132 -3.252 2.647
H21 2.565 -3.061 4.359
H22 3.520 -1.746 3.564
H23 -0.024 -3.579 3.996
H24 -1.113 -2.851 2.752
H25 0.190 -3.980 2.244
H26 0.446 -2.416 5.648
H27 -0.124 -1.060 7.656
H28 -0.092 1.436 7.539
H29 0.449 2.584 5.395
H30 0.808 3.789 3.741
H31 0.405 3.964 1.989
H32 -0.808 3.273 3.112
H33 3.143 2.370 3.410
H34 3.323 0.788 2.555
H35 3.141 2.306 1.599

natural (NBO) atomic charge list, values in e, 5 entries:
1 La 1.941
2 S 0.152
3 S 0.160
4 C -0.723
5 C -0.519


Below is an isolated molecule of C5H13NS, with properties calculated with ωB97M-V/def2-TZVPD.

Calculated values
* HOMO-LUMO gap: 0.358 Ha
* E_HOMO: -0.32728 Ha
* maximum force: 3.48 eV/A
* spin multiplicity: 1
* calculated total energy: -651.17179 Eh

Cartesian coordinates (Å):
C1 2.237 1.737 -0.685
N1 1.210 0.717 -0.914
C2 0.003 0.952 -0.118
C3 -1.270 0.210 -0.584
C4 -0.959 -1.297 -0.482
C5 -0.619 -1.820 0.964
S1 -2.186 -1.799 1.937
H1 1.820 2.789 -0.688
H2 2.726 1.429 0.288
H3 2.939 1.794 -1.489
H4 1.657 -0.075 -0.513
H5 0.304 0.855 1.039
H6 -0.170 2.035 -0.145
H7 -1.524 0.495 -1.716
H8 -2.140 0.342 0.218
H9 -1.665 -1.986 -0.909
H10 -0.095 -1.697 -0.991
H11 0.205 -1.391 1.438
H12 -0.392 -2.907 0.942
H13 -2.082 -0.384 2.408

natural (NBO) atomic charge list, values in e, 5 entries:
1 C -0.417
2 N -0.624
3 C -0.230
4 C -0.427
5 C -0.426


Below is a structure of composition C5H10O2, with properties calculated with ωB97M-V/def2-TZVPD.

Calculated values
* HOMO-LUMO gap: 0.393 Ha
* E_HOMO: -0.35952 Ha
* maximum force: 3.46 eV/A
* spin multiplicity: 1
* calculated total energy: -346.87502 Eh

Cartesian coordinates (Å):
O1 -0.522 -1.424 2.074
C1 -1.017 -0.921 0.849
C2 -0.269 0.355 0.525
C3 1.238 0.149 0.197
C4 1.311 0.738 -1.222
O2 0.301 1.657 -1.324
C5 -0.762 0.965 -0.802
H1 -0.931 -2.284 2.226
H2 -0.864 -1.638 0.027
H3 -2.099 -0.709 0.906
H4 -0.384 1.028 1.391
H5 1.889 0.616 0.949
H6 1.501 -0.910 0.154
H7 0.622 -0.301 -1.938
H8 2.249 1.199 -1.577
H9 -0.616 -0.153 -1.656
H10 -1.644 1.633 -0.778

natural (NBO) atomic charge list, values in e, 5 entries:
1 O -0.721
2 C -0.050
3 C -0.288
4 C -0.452
5 C -0.014


Below is an isolated molecule of C22H26N4O2, with properties calculated with ωB97M-V/def2-TZVPD.

Calculated values
* HOMO-LUMO gap: 0.298 Ha
* E_HOMO: -0.27928 Ha
* maximum force: 0.65 eV/A
* spin multiplicity: 1
* calculated total energy: -1223.47507 Eh

Cartesian coordinates (Å):
C1 -4.758 -1.539 1.277
C2 -3.721 -0.426 1.143
C3 -4.189 0.649 0.160
C4 -3.092 1.639 -0.179
O1 -3.045 2.774 0.234
N1 -2.162 1.172 -1.063
C5 -2.069 -0.138 -1.539
C6 -1.779 -0.385 -2.876
C7 -1.704 -1.683 -3.347
C8 -1.923 -2.749 -2.489
C9 -2.185 -2.515 -1.151
C10 -2.238 -1.216 -0.659
N2 -2.435 -0.975 0.720
C11 -1.531 -1.297 1.692
O2 -1.810 -1.202 2.867
C12 -0.138 -1.710 1.232
N3 0.812 -0.694 1.644
C13 0.584 0.577 0.981
C14 1.559 1.613 1.545
N4 2.935 1.209 1.371
C15 3.629 1.514 0.208
C16 5.001 1.240 0.123
C17 5.733 1.586 -0.993
C18 5.132 2.226 -2.064
C19 3.783 2.520 -1.990
C20 3.040 2.170 -0.878
C21 3.140 -0.067 2.022
C22 2.184 -1.122 1.452
H1 -4.906 -2.041 0.322
H2 -5.707 -1.129 1.610
H3 -4.418 -2.266 2.010
H4 -3.545 0.021 2.127
H5 -4.536 0.180 -0.764
H6 -5.013 1.202 0.610
H7 -1.532 1.862 -1.451
H8 -1.613 0.449 -3.541
H9 -1.480 -1.862 -4.387
H10 -1.879 -3.761 -2.859
H11 -2.326 -3.336 -0.465
H12 0.116 -2.635 1.756
H13 -0.099 -1.891 0.144
H14 0.721 0.484 -0.115
H15 -0.439 0.901 1.181
H16 1.379 1.692 2.622
H17 1.391 2.593 1.100
H18 5.508 0.772 0.953
H19 6.790 1.360 -1.022
H20 5.707 2.496 -2.936
H21 3.295 3.024 -2.813
H22 1.989 2.412 -0.870
H23 2.933 0.057 3.089
H24 4.166 -0.408 1.898
H25 2.415 -1.277 0.380
H26 2.330 -2.068 1.978

natural (NBO) atomic charge list, values in e, 5 entries:
1 C -0.617
2 C -0.027
3 C -0.521
4 C 0.694
5 O -0.589


Below is a structure of composition C35H34Cl2CoN4, with properties calculated with ωB97M-V/def2-TZVPD.

Calculated values
* expectation value of S²: 3.8453
* HOMO-LUMO gap (alpha / beta): 0.161 / 0.169 Ha
* net charge: -2
* E_HOMO (alpha / beta): 0.01028 / 0.00119 Ha
* maximum force: 1.45 eV/A
* spin multiplicity: 4
* calculated total energy: -3876.09008 Eh

Cartesian coordinates (Å):
Co1 -0.167 -0.314 0.146
N1 0.270 2.229 1.325
C1 -0.758 3.174 1.529
C2 -0.551 4.189 2.455
C3 -1.515 5.152 2.743
C4 -2.728 5.064 2.073
C5 -2.933 4.083 1.117
C6 -1.966 3.105 0.772
C7 -2.164 2.193 -0.328
C8 -3.141 2.489 -1.339
C9 -3.125 2.002 -2.606
C10 -2.072 1.026 -3.072
C11 -1.554 0.260 -1.858
C12 -1.417 0.983 -0.577
H1 -0.980 0.784 2.100
H2 1.164 2.568 1.646
H3 0.402 4.215 2.979
H4 -1.330 5.919 3.486
H5 -3.523 5.770 2.292
H6 -3.893 4.074 0.618
H7 -3.916 3.215 -1.118
H8 -3.892 2.304 -3.314
H9 -2.502 0.347 -3.814
H10 -1.713 -0.813 -1.822
C13 2.943 -1.431 2.702
C14 3.468 -2.625 2.175
C15 2.930 -3.155 1.038
C16 1.893 -2.460 0.357
N2 1.354 -1.330 0.931
C17 1.824 -0.874 2.088
C18 1.421 -2.820 -0.928
C19 1.887 -3.965 -1.642
C20 1.580 -4.124 -2.963
C21 0.793 -3.148 -3.605
C22 0.279 -2.129 -2.813
N3 0.528 -1.960 -1.525
H11 3.383 -0.985 3.581
H12 4.285 -3.125 2.684
H13 3.299 -4.092 0.643
H14 1.823 1.099 2.807
H15 2.481 -4.713 -1.133
H16 1.939 -4.988 -3.513
H17 0.566 -3.192 -4.661
H18 -0.379 -1.400 -3.277
C23 -0.801 0.790 4.406
C24 0.496 0.018 4.124
C25 1.516 0.492 5.171
C26 0.197 -1.473 4.336
C27 1.073 0.308 2.675
C28 0.012 0.834 1.669
H19 -1.007 0.743 5.481
H20 -1.651 0.342 3.892
H21 -0.727 1.840 4.114
H22 1.192 0.206 6.177
H23 1.610 1.582 5.140
H24 2.505 0.062 5.005
H25 -0.387 -1.604 5.253
H26 1.113 -2.059 4.422
H27 -0.388 -1.862 3.500
N4 -0.215 0.804 -1.498
C29 0.126 1.791 -2.405
C30 1.004 2.814 -2.214
C31 1.028 3.889 -3.125
C32 0.014 3.990 -4.118
C33 -0.892 3.002 -4.325
C34 -0.758 1.685 -3.627
H28 1.617 2.829 -1.321
H29 1.721 4.708 -2.982
H30 -0.065 4.914 -4.685
H31 -1.712 3.132 -5.022
H32 -0.297 0.958 -4.322
Cl1 -1.731 -1.667 1.191
C35 -4.102 -2.626 1.505
Cl2 -4.689 -2.807 3.145
H33 -3.975 -3.582 1.017
H34 -4.627 -1.850 0.970

natural (NBO) atomic charge list, values in e, 5 entries:
1 Co 0.864
2 N -0.668
3 C 0.210
4 C -0.269
5 C -0.311


calculated total energy of number 2 (C7H12BN)?
-353.33053 Eh


Among the records above, which one has the lowest calculated total energy?
C18H35As2LaNS2


Among the records above, which one has the highest spin multiplicity?
C35H24Cl5IrOPS